# 1
C4H10N2 | ωB97M-V/def2-TZVPD

## Properties
E_tot (eV): -7284.769
Frontier orbital gap (eV): 9.86
Energy above the lowest of the compared OMol25 structures with the same formula, charge and spin (kJ/mol): 564.46
E_LUMO (eV): 1.13

Last column: Löwdin charge in e.
Geometry (Å):
C  0.006  -0.486  -0.605  -0.199
C  2.052  -0.979  0.049  0.004
C  -2.254  -0.672  0.257  -0.137
C  0.269  1.871  -0.118  -0.134
N  -0.931  -0.235  0.467  -0.094
N  -0.494  0.791  -0.551  -0.134
H  -0.307  -1.301  -1.380  0.133
H  2.761  -0.640  -0.787  0.024
H  1.926  -2.116  0.214  0.031
H  2.116  -0.346  0.996  0.014
H  -2.999  0.052  -0.277  0.119
H  -2.327  -1.512  -0.357  0.041
H  -2.637  -0.833  1.272  0.077
H  0.820  1.671  0.799  0.072
H  0.909  2.405  -0.858  0.093
H  -0.351  2.810  -0.016  0.090

***

# 2
C4H10N2 | ωB97M-V/def2-TZVPD

## Properties
Structure (SMILES): N[C@@H]1CCNC1
E_tot (eV): -7289.043
Frontier orbital gap (eV): 9.95
Energy above the lowest of the compared OMol25 structures with the same formula, charge and spin (kJ/mol): 152.13
E_LUMO (eV): 1.08

Last column: Löwdin charge in e.
Geometry (Å):
C  0.808  -0.006  -0.362  -0.429
C  -0.022  1.207  -0.245  -0.159
C  -1.417  0.630  0.397  -0.244
C  -0.172  -1.188  0.073  -0.233
H  2.710  -0.669  -0.175  0.073
H  2.099  -0.167  1.243  0.079
H  0.820  -0.155  -1.491  0.149
H  0.455  1.952  0.420  0.099
H  -0.336  1.752  -1.246  0.138
H  -1.435  0.551  1.586  0.128
H  -2.278  1.370  0.169  0.120
H  -2.320  -1.166  -0.097  0.154
H  -0.063  -1.461  1.167  0.117
H  0.036  -2.091  -0.563  0.121
N  2.143  0.088  0.238  0.028
N  -1.410  -0.626  -0.265  -0.139

***

# 3
C4H10N2 | ωB97M-V/def2-TZVPD

## Properties
E_tot (eV): -7287.053
Frontier orbital gap (eV): 6.58
Energy above the lowest of the compared OMol25 structures with the same formula, charge and spin (kJ/mol): 344.11
E_LUMO (eV): 0.55

Last column: Löwdin charge in e.
Geometry (Å):
C  1.321  0.711  -0.526  -0.276
C  -2.222  -0.465  0.064  -0.100
C  1.703  -0.611  -1.129  -0.202
C  0.075  0.425  0.300  -0.374
N  0.157  0.528  1.631  0.194
N  -0.835  -0.335  -0.282  -0.052
H  0.969  0.978  2.026  0.111
H  -0.633  0.337  2.225  0.108
H  2.050  1.223  0.130  0.090
H  0.998  1.404  -1.311  0.109
H  -2.721  0.512  0.106  0.084
H  -2.819  -1.038  -0.643  0.078
H  -2.346  -0.963  1.040  0.076
H  2.308  -1.217  -0.460  -0.003
H  2.146  -0.543  -2.117  -0.012
H  -0.150  -0.949  -1.055  0.171

***

# 4
C4H10N2 | ωB97M-V/def2-TZVPD

## Properties
Structure (SMILES): [H]/N=C/N.C=CC
E_tot (eV): -7288.856
Frontier orbital gap (eV): 10.30
Energy above the lowest of the compared OMol25 structures with the same formula, charge and spin (kJ/mol): 170.13
E_LUMO (eV): 0.82

Last column: Löwdin charge in e.
Geometry (Å):
C  -0.127  -2.052  1.854  -0.134
C  -1.429  -1.604  1.290  -0.243
C  -1.736  -1.807  0.012  -0.027
H  0.360  -2.880  1.320  0.075
H  0.706  -1.351  1.722  0.077
H  -0.270  -2.307  2.909  0.068
H  -1.980  -0.878  1.873  0.088
H  -2.411  -1.207  -0.591  0.046
H  -1.214  -2.550  -0.582  0.051
N  1.438  1.401  -1.855  0.063
C  0.970  2.467  -1.107  -0.398
N  1.552  3.599  -1.143  0.043
H  2.288  1.683  -2.304  0.081
H  0.702  0.909  -2.313  0.072
H  -0.036  2.390  -0.687  0.111
H  1.183  4.187  -0.397  0.029

***

# 5
C4H10N2 | ωB97M-V/def2-TZVPD

## Properties
Structure (SMILES): C=CN.C=CN
E_tot (eV): -7288.873
Frontier orbital gap (eV): 9.11
Energy above the lowest of the compared OMol25 structures with the same formula, charge and spin (kJ/mol): 168.47
E_LUMO (eV): 1.01

Last column: Löwdin charge in e.
Geometry (Å):
C  0.867  0.806  1.959  -0.039
C  0.710  -0.508  1.884  -0.317
N  -0.580  -1.053  1.665  0.021
H  -0.019  1.428  1.931  0.057
H  1.822  1.292  2.104  0.045
H  1.575  -1.161  1.947  0.097
H  -0.969  -0.694  0.797  0.047
H  -0.548  -2.059  1.533  0.069
C  0.784  0.233  -1.358  -0.050
C  -0.381  0.686  -1.808  -0.301
N  -1.580  -0.024  -1.792  0.023
H  0.924  -0.767  -0.969  0.045
H  1.657  0.869  -1.382  0.047
H  -0.424  1.639  -2.322  0.100
H  -1.514  -1.028  -1.831  0.082
H  -2.323  0.340  -2.361  0.072

***

# 6
C4H10N2 | ωB97M-V/def2-TZVPD

## Properties
Structure (SMILES): [H]/N=C/NC.C=C
E_tot (eV): -7288.980
Frontier orbital gap (eV): 9.86
Energy above the lowest of the compared OMol25 structures with the same formula, charge and spin (kJ/mol): 158.22
E_LUMO (eV): 1.02

Last column: Löwdin charge in e.
Geometry (Å):
C  1.790  1.377  -0.533  -0.102
N  1.832  0.053  0.063  -0.073
C  0.937  -0.337  1.018  -0.360
N  1.249  -1.155  1.936  0.064
H  2.119  1.312  -1.569  0.076
H  0.764  1.739  -0.518  0.068
H  2.428  2.086  0.000  0.078
H  2.739  -0.382  0.139  0.123
H  -0.044  0.125  0.880  0.096
H  0.509  -1.251  2.623  0.025
C  -2.235  -0.218  -1.186  -0.075
C  -2.546  -0.944  -0.127  -0.075
H  -2.716  -0.413  -2.137  0.046
H  -1.440  0.518  -1.209  0.028
H  -3.276  -1.736  -0.230  0.048
H  -2.111  -0.774  0.849  0.032

***

# 7
C4H10N2 | ωB97M-V/def2-TZVPD

## Properties
Structure (SMILES): [H]/N=C/NCCC
E_tot (eV): -7288.075
Frontier orbital gap (eV): 8.82
Energy above the lowest of the compared OMol25 structures with the same formula, charge and spin (kJ/mol): 245.46
E_LUMO (eV): 0.89

Last column: Löwdin charge in e.
Geometry (Å):
C  -0.955  1.383  -0.905  -0.129
C  -1.244  -0.129  -0.738  -0.268
C  -0.023  -0.979  -0.555  -0.266
N  1.151  -0.423  0.114  -0.017
C  1.278  -0.633  1.463  -0.308
N  2.081  0.075  2.255  -0.020
H  -0.657  1.497  -1.951  0.059
H  -1.857  2.043  -0.646  0.093
H  -0.072  1.725  -0.271  0.076
H  -1.935  -0.446  -1.640  0.145
H  -1.803  -0.205  0.186  0.089
H  -0.267  -1.838  0.033  0.090
H  0.310  -1.373  -1.605  0.143
H  1.728  0.247  -0.530  0.191
H  0.773  -1.490  1.852  0.107
H  1.494  0.546  2.941  0.014

***

# 8
C4H10N2 | ωB97M-V/def2-TZVPD

## Properties
E_tot (eV): -7280.182
Frontier orbital gap (alpha / beta) (eV): 11.78 / 7.16
Energy above the lowest of the compared OMol25 structures with the same formula, charge and spin (kJ/mol): 280.89
E_LUMO (alpha / beta) (eV): -3.93 / -8.34
Multiplicity: 2
Net charge: +1

Last column: Löwdin spin population.
Geometry (Å):
C  1.620  0.014  -1.018  0.031
C  1.196  -0.187  0.394  0.100
C  0.102  0.924  0.710  0.079
N  -1.069  0.204  1.153  0.598
C  -1.937  -0.214  0.105  0.016
N  -1.989  -1.380  -0.390  0.120
H  0.957  -0.361  -1.815  0.002
H  1.832  1.076  -1.189  0.000
H  2.508  -0.553  -1.270  0.012
H  1.928  0.032  1.179  0.007
H  0.860  -1.224  0.469  0.001
H  0.396  1.600  1.508  0.016
H  -0.273  1.461  -0.165  -0.001
H  -1.007  -0.551  1.846  0.011
H  -2.741  0.471  -0.188  0.005
H  -2.384  -1.311  -1.329  0.004

***

# 9
C4H10N2 | ωB97M-V/def2-TZVPD

## Properties
E_tot (eV): -7282.024
Frontier orbital gap (alpha / beta) (eV): 11.11 / 7.83
Energy above the lowest of the compared OMol25 structures with the same formula, charge and spin (kJ/mol): 103.17
E_LUMO (alpha / beta) (eV): -3.57 / -6.98
Multiplicity: 2
Net charge: +1

Last column: Löwdin spin population.
Geometry (Å):
C  1.223  1.512  -0.934  0.002
C  0.689  0.074  -1.179  0.011
C  -0.296  -0.387  -0.115  0.142
C  -0.062  -0.318  1.255  0.460
N  -1.009  -0.940  2.123  0.063
N  -1.496  -0.796  -0.532  0.260
H  0.498  2.249  -1.241  0.000
H  2.163  1.523  -1.502  0.000
H  1.667  1.611  0.050  0.001
H  1.507  -0.628  -1.322  0.006
H  0.106  0.039  -2.108  0.001
H  0.737  0.188  1.792  0.016
H  -1.391  -0.227  2.736  0.012
H  -0.614  -1.752  2.557  0.015
H  -1.750  -0.562  -1.476  0.005
H  -1.973  -1.586  -0.106  0.008

***

# 10
C4H10N2 | ωB97M-V/def2-TZVPD

## Properties
E_tot (eV): -7280.940
Frontier orbital gap (alpha / beta) (eV): 9.23 / 5.72
Energy above the lowest of the compared OMol25 structures with the same formula, charge and spin (kJ/mol): 207.72
E_LUMO (alpha / beta) (eV): -4.26 / -7.74
Multiplicity: 2
Net charge: +1

Last column: Löwdin spin population.
Geometry (Å):
C  -1.256  -0.914  -0.100  0.003
C  0.155  -0.740  -0.684  0.011
C  1.066  0.190  0.120  0.139
C  1.647  1.328  -0.486  0.517
N  1.038  -0.165  1.476  0.262
N  -2.064  0.388  -0.475  0.010
H  -1.188  -1.076  1.000  0.001
H  -1.949  -1.633  -0.511  0.000
H  0.478  -1.747  -0.800  0.004
H  0.057  -0.257  -1.640  0.000
H  2.053  2.240  -0.001  0.020
H  1.758  1.471  -1.543  0.023
H  0.588  -1.002  1.730  0.006
H  1.700  0.220  2.186  0.003
H  -2.722  0.640  0.299  0.000
H  -1.359  1.058  -0.571  0.001